86
Properties=species:S:1:pos:R:3:nbo_charge:R:1 method="wB97M-V/def2-TZVPD" largest_force_ev_per_a=0.40 lumo_energy_ev=-3.4 total_charge=+1
Sc -0.12422 -0.02781 0.70530 1.70
C 1.38611 3.59900 1.92096 -1.10
Si 0.34211 2.61158 0.70335 0.77
C 0.91547 3.02786 -1.05534 -0.43
C 0.63006 4.21502 -1.72825 -0.15
C 1.10345 4.44561 -3.01218 -0.20
C 1.88701 3.49224 -3.64811 -0.21
C 2.18996 2.30278 -3.00278 -0.20
C 1.70075 2.07304 -1.72081 -0.35
P 2.01635 0.52988 -0.81327 0.79
C 3.40037 0.86205 0.30222 -0.28
C 4.35628 1.83307 0.00992 -0.21
C 5.38425 2.09027 0.90474 -0.20
C 5.46243 1.38201 2.09619 -0.19
C 4.51239 0.41506 2.39438 -0.19
C 3.48372 0.15875 1.50110 -0.21
C 2.62281 -0.65434 -2.04773 -0.38
C 1.73139 -1.09150 -3.02718 -0.19
C 2.13216 -2.01588 -3.97600 -0.20
C 3.42488 -2.52537 -3.94830 -0.19
C 4.31309 -2.10287 -2.97244 -0.22
C 3.91571 -1.16777 -2.02454 -0.14
C -1.48594 3.15745 0.87566 -0.46
C -1.82570 4.21235 1.73050 -0.14
C -3.14256 4.58463 1.95005 -0.20
C -4.17630 3.90199 1.32276 -0.21
C -3.87649 2.84670 0.47893 -0.21
C -2.55005 2.46924 0.26540 -0.28
P -2.18081 1.06854 -0.84118 0.82
C -3.48672 1.12359 -2.09861 -0.33
C -4.62635 0.32660 -2.08351 -0.20
C -5.59092 0.48094 -3.07003 -0.20
C -5.42286 1.42652 -4.06953 -0.19
C -4.28517 2.22244 -4.08831 -0.18
C -3.31624 2.06780 -3.11136 -0.20
C -2.63312 -0.43989 0.13294 -0.47
C -2.46932 -1.66402 -0.53707 -0.20
C -2.78707 -2.85685 0.08903 -0.20
C -3.23992 -2.85097 1.40480 -0.18
C -3.37249 -1.65383 2.09065 -0.20
C -3.07185 -0.45267 1.45943 -0.14
H 1.36223 4.66894 1.69949 0.24
H 2.42447 3.26998 1.83906 0.25
H 1.07346 3.45198 2.95519 0.24
H 0.02016 4.97164 -1.24630 0.21
H 0.86406 5.37184 -3.51852 0.22
H 2.26062 3.67376 -4.64724 0.22
H 2.79511 1.55751 -3.50455 0.23
H 4.28753 2.39854 -0.91152 0.23
H 6.12039 2.84795 0.67198 0.23
H 6.26263 1.58764 2.79450 0.23
H 4.56560 -0.13542 3.32419 0.22
H 2.74597 -0.59782 1.75445 0.21
H 0.72017 -0.69692 -3.06236 0.22
H 1.43502 -2.33922 -4.73772 0.22
H 3.73656 -3.25000 -4.68836 0.22
H 5.32180 -2.49290 -2.94576 0.22
H 4.61906 -0.83820 -1.27026 0.22
H -1.04074 4.76613 2.23140 0.21
H -3.36426 5.41558 2.60740 0.22
H -5.20548 4.19149 1.48688 0.23
H -4.67685 2.31561 -0.02271 0.22
H -4.77752 -0.40827 -1.30321 0.22
H -6.47666 -0.13987 -3.05006 0.23
H -6.17653 1.54291 -4.83669 0.23
H -4.14816 2.95983 -4.86770 0.23
H -2.42679 2.68840 -3.13632 0.23
H -2.10644 -1.67588 -1.56043 0.24
H -2.67862 -3.79093 -0.44611 0.23
H -3.48384 -3.78414 1.89506 0.23
H -3.71134 -1.64703 3.11788 0.23
H -3.17235 0.48394 1.99688 0.24
Cl 0.90961 -5.01961 6.08609 0.03
C 0.61113 -3.67889 5.03526 -0.08
C 0.23340 -2.44412 5.58274 -0.14
C -0.01661 -1.35724 4.78064 -0.26
C 0.10936 -1.45720 3.38365 0.41
O -0.14035 -0.42028 2.62715 -0.85
C 0.49898 -2.70753 2.83673 -0.23
C 0.62408 -2.91446 1.43114 0.44
O 0.51179 -2.03982 0.55303 -0.70
C 0.73845 -3.81348 3.68058 -0.17
H 0.13862 -2.35771 6.65720 0.24
H -0.31160 -0.40949 5.20868 0.24
H 0.83281 -3.93794 1.09545 0.17
H 1.02678 -4.76591 3.25425 0.23

---

22
Properties=species:S:1:pos:R:3:nbo_charge:R:1 method="wB97M-V/def2-TZVPD" largest_force_ev_per_a=1.13 lumo_energy_ev=1.1 de_lowest_kcal_mol=5.9
C 1.62945 0.38015 -0.60968 -0.22
C 1.21643 1.11742 -1.87422 -0.61
C 0.66529 -0.78820 -0.34334 -0.60
C 3.07766 -0.11783 -0.75858 -0.61
H 1.54555 1.01040 0.27877 0.19
H 0.16405 1.39425 -1.92743 0.21
H 1.39088 0.46802 -2.73252 0.20
H -0.40108 -0.55679 -0.38955 0.21
H 0.75106 -1.49994 -1.17787 0.20
H 0.89524 -1.28580 0.59799 0.21
H 3.62183 0.65620 -1.29060 0.21
H 3.54329 -0.29055 0.21486 0.21
H 3.14752 -1.07588 -1.26984 0.20
H 1.79531 2.03824 -1.96830 0.21
C -3.08394 0.52328 1.44378 -0.61
C -2.69591 -0.87598 1.87592 -0.61
H -2.42346 0.90754 0.66650 0.20
H -4.07934 0.48388 0.99706 0.20
H -3.07648 1.27272 2.23115 0.21
H -2.92556 -1.62576 1.12470 0.20
H -1.62529 -0.99023 2.07372 0.20
H -3.13250 -1.14515 2.83750 0.20

---

123
Properties=species:S:1:pos:R:3:mulliken_charge:R:1 method="wB97M-V/def2-TZVPD" largest_force_ev_per_a=3.56 lumo_energy_ev=0.0 de_lowest_kcal_mol=90.9
O -1.58468 3.82268 -5.73615 -0.63
H -0.69044 3.94650 -5.41796 0.31
H -1.67266 2.87546 -5.84227 0.32
C -3.48066 -0.34323 10.88222 -1.27
C -2.60556 0.69414 10.11150 0.54
C -3.00630 0.93763 8.62543 -1.21
O -2.57380 1.96340 10.74007 -0.56
H -3.74456 -1.16332 10.21445 0.34
H -4.44203 0.11190 11.12039 0.34
H -3.03754 -0.57237 11.85136 0.34
H -1.59403 0.32039 10.27030 0.19
H -3.01122 -0.04042 8.14430 0.35
H -2.35917 1.69915 8.19020 0.31
H -4.00863 1.34271 8.48632 0.32
H -2.41263 1.81494 11.67472 0.30
C -5.33578 -3.43580 3.57457 -1.14
C -4.41035 -4.57561 4.00168 0.27
C -4.04684 -5.51526 2.79065 -1.12
O -3.14951 -4.04216 4.46598 -0.54
H -6.18253 -3.85756 3.03306 0.33
H -4.85110 -2.86734 2.78083 0.30
H -5.71790 -2.76415 4.34332 0.30
H -4.85947 -5.23461 4.74472 0.29
H -4.93260 -6.00934 2.39138 0.35
H -3.35331 -6.29127 3.11458 0.30
H -3.52833 -4.93739 2.02560 0.30
H -2.82835 -3.43164 3.79836 0.35
C -0.82105 1.13723 -0.03831 -1.10
C 0.33336 0.33058 0.66242 0.31
C 1.68438 1.10928 0.58724 -1.18
O -0.11462 -0.02736 1.95440 -0.51
H -1.68157 0.55772 -0.37265 0.29
H -0.53121 1.70952 -0.91955 0.34
H -1.12748 1.95012 0.62002 0.27
H 0.42008 -0.59823 0.09861 0.25
H 2.47125 0.42196 0.89794 0.31
H 1.68563 2.00080 1.21437 0.33
H 1.81070 1.47758 -0.43085 0.34
H -0.09942 0.79166 2.45498 0.35
C 9.48340 -3.20668 0.34657 -1.23
C 8.25913 -2.33635 0.40643 0.66
C 7.23408 -2.90469 -0.52273 -1.63
O 7.67490 -2.27549 1.70702 -0.54
H 9.68337 -3.81621 -0.53468 0.32
H 9.36283 -3.92069 1.16127 0.31
H 10.34983 -2.54587 0.37352 0.31
H 8.54064 -1.33439 0.08250 0.25
H 6.28412 -2.37371 -0.46157 0.38
H 7.10720 -3.98499 -0.45243 0.43
H 7.51212 -2.95627 -1.57541 0.43
H 6.96829 -2.92422 1.66907 0.32
C -9.51116 0.61646 -3.08845 -1.35
C -8.20026 1.00526 -3.72497 0.58
C -7.61579 2.23917 -3.12629 -1.22
O -7.24254 0.05888 -3.57805 -0.57
H -9.92244 -0.29460 -3.52312 0.34
H -10.30702 1.33143 -3.29711 0.36
H -9.41619 0.34867 -2.03613 0.33
H -8.33222 1.09107 -4.80355 0.20
H -7.21037 2.09068 -2.12545 0.31
H -8.18045 3.17147 -3.11786 0.36
H -6.76435 2.59276 -3.70777 0.33
H -6.55962 0.19491 -4.23891 0.34
C 4.48494 0.51385 -6.54854 -1.23
C 3.57701 0.40597 -7.78307 0.61
C 3.79727 1.65832 -8.61136 -1.40
O 3.95893 -0.88794 -8.39875 -0.58
H 5.41778 -0.04756 -6.60078 0.34
H 3.98300 0.18999 -5.63680 0.36
H 4.82456 1.51681 -6.29001 0.33
H 2.50138 0.39967 -7.60680 0.22
H 3.61226 2.57028 -8.04375 0.35
H 3.20082 1.62215 -9.52297 0.34
H 4.84757 1.73470 -8.89269 0.35
H 3.62428 -1.57318 -7.81561 0.31
C -0.81118 -5.15562 -4.01688 -1.27
C 0.45087 -5.00220 -4.70370 0.48
C 1.24542 -6.30564 -4.75897 -1.31
O 0.23811 -4.54712 -5.99113 -0.54
H -0.74110 -5.45836 -2.97212 0.36
H -1.54002 -5.78539 -4.52708 0.29
H -1.24370 -4.16523 -3.87492 0.33
H 1.04869 -4.26480 -4.16804 0.24
H 2.20099 -6.09623 -5.23973 0.36
H 0.81477 -7.07999 -5.39380 0.36
H 1.49018 -6.67525 -3.76319 0.35
H -0.00237 -5.33008 -6.49187 0.35
C 3.18162 -6.94691 2.17521 -1.15
C 3.23459 -6.00444 3.33918 0.47
C 4.38877 -6.23098 4.34386 -1.27
O 3.35700 -4.73101 2.81362 -0.54
H 2.81448 -7.94320 2.42163 0.35
H 4.18339 -6.96142 1.74586 0.29
H 2.41543 -6.58255 1.49089 0.27
H 2.31626 -6.04741 3.92478 0.30
H 4.36643 -7.18860 4.86402 0.36
H 4.29733 -5.47657 5.12528 0.30
H 5.37343 -6.17022 3.88036 0.31
H 2.55547 -4.20266 2.81088 0.30
C 3.93514 7.08575 -2.62082 -1.28
C 2.51353 6.62215 -2.86598 0.39
C 1.50192 7.80783 -2.76436 -1.22
O 2.45956 6.08230 -4.12076 -0.53
H 4.35464 7.81675 -3.31202 0.36
H 4.56821 6.19846 -2.61381 0.31
H 4.00913 7.65847 -1.69637 0.37
H 2.33374 5.83510 -2.13364 0.26
H 1.31428 8.12857 -1.73965 0.37
H 0.48187 7.52618 -3.02566 0.32
H 1.85867 8.51267 -3.51538 0.31
H 2.60800 6.70104 -4.83959 0.33
C -3.17514 8.73383 2.03908 -1.39
C -3.05321 7.20964 2.36157 0.63
C -2.01600 6.80138 3.47704 -1.16
O -4.35573 6.73537 2.61093 -0.54
H -2.30925 9.23204 1.60304 0.33
H -3.54705 9.35276 2.85560 0.36
H -3.96634 8.89474 1.30682 0.39
H -2.75073 6.71456 1.43880 0.10
H -1.01847 6.99166 3.08102 0.33
H -1.99231 5.73009 3.67674 0.32
H -2.06511 7.36833 4.40669 0.32
H -4.96183 7.33376 2.16802 0.30

---

42
Properties=species:S:1:pos:R:3:nbo_charge:R:1 method="wB97M-V/def2-TZVPD" largest_force_ev_per_a=3.44 lumo_energy_ev=-5.1 total_charge=+1 de_lowest_kcal_mol=51.1
C 3.12338 -4.70674 -1.28172 -0.49
C 2.22692 -3.68070 -1.60018 0.11
O 1.27105 -3.79351 -2.63496 -0.46
C 0.50926 -2.64127 -2.80060 0.75
O 0.28170 -2.26073 -3.91488 -0.45
C -0.11441 -1.80121 -1.64865 0.00
C 0.65711 -0.73094 -0.96942 -0.21
C 0.09178 0.05822 0.11594 0.10
S 1.14060 1.33342 0.89116 0.05
N -1.20534 -0.18802 0.50027 -0.45
C -2.00854 -1.16656 -0.08032 0.07
C -1.51573 -2.01040 -1.18110 0.03
C -2.47341 -3.05835 -1.81685 -0.45
C -2.10236 -4.55996 -1.50748 -0.40
C -2.26321 -4.92319 0.04768 -0.62
H 3.93003 -5.00953 -1.99323 0.24
H 3.03143 -5.16438 -0.25794 0.24
H 2.29458 -2.76683 -0.94397 0.18
H 1.69273 -0.54522 -1.33797 0.27
H 2.25358 0.70000 1.42626 0.20
H -1.62919 0.37743 1.24699 0.46
H -3.04367 -1.26634 0.33892 0.26
H -3.49840 -2.87641 -1.39164 0.23
H -2.50939 -2.92410 -2.93244 0.26
H -2.88600 -5.18933 -2.02750 0.23
H -1.11775 -4.89401 -1.92475 0.22
H -1.76642 -5.90737 0.22104 0.24
H -1.81019 -4.07112 0.61896 0.19
H -3.37568 -4.95408 0.23656 0.22
C 1.20925 6.93689 1.59231 -0.43
C 1.33559 5.45024 1.32064 -0.43
C 0.90372 4.85168 2.64822 -0.07
O -0.04252 5.75739 3.22237 -0.53
C -0.01668 6.98840 2.48596 -0.07
H 1.10474 7.54126 0.69119 0.22
H 2.08715 7.28999 2.14080 0.21
H 0.63559 5.15613 0.53195 0.19
H 2.33757 5.14131 1.01928 0.22
H 1.74924 4.76580 3.33959 0.17
H 0.44497 3.86617 2.53535 0.17
H -0.93673 7.04582 1.89466 0.17
H 0.00360 7.83016 3.17951 0.19

---

no.,E_tot (eV)
1,-109967.6672
2,-6481.4033
3,-54957.8105
4,-34367.7587